Record 1
The following is a DFT calculation (ωB97M-V/def2-TZVPD) of a cluster of 2 separate species, C3H11O in total in a non-equilibrium geometry.

Calculated values
charge	+1
relative energy (zero: lowest compared OMol25 entry of this formula, charge and spin)	26.14	kcal per mole

Positions of all 15 atoms, in Å:
O  -0.533  0.807  2.153
C  0.217  -0.336  -1.371
C  0.973  0.857  -0.539
C  -0.508  -1.451  -0.586
H  0.309  -2.086  -0.029
H  -0.634  0.240  -1.977
H  1.234  1.606  -1.275
H  -1.132  -2.094  -1.170
H  -0.232  1.416  1.472
H  -0.644  -0.099  2.049
H  0.188  1.385  0.012
H  -1.194  -0.938  0.160
H  0.976  -0.730  -2.037
H  -0.809  0.944  3.032
H  1.788  0.480  0.106

Atomic forces in eV per Å
O -0.123 0.469 0.909
C -1.524 2.407 -0.202
C -1.451 -2.138 -0.836
C 2.191 0.810 2.301
H -1.776 0.984 -0.829
H 2.047 -1.269 0.892
H 0.713 -0.012 0.038
H -0.163 -0.321 -0.513
H 0.517 0.618 -0.949
H 0.099 -3.289 -1.958
H -0.135 0.185 0.253
H 0.564 -0.748 -0.541
H -0.196 -0.123 -0.295
H -0.445 1.968 2.154
H -0.319 0.458 -0.426

Record 2
The following is a DFT calculation (ωB97M-V/def2-TZVPD) of a cluster of 2 separate species, C35H37BF3NO4 in total in a non-equilibrium geometry.

Calculated values
relative energy (zero: lowest compared OMol25 entry of this formula, charge and spin)	0.00	kcal per mole

Positions of all 81 atoms, in Å:
F  5.076  3.382  2.556
F  5.042  1.729  4.013
F  4.838  1.302  1.864
O  -3.467  -0.808  2.001
O  -3.474  -1.833  4.087
O  -1.425  3.921  2.120
O  -2.414  -3.786  -2.056
N  0.046  -3.553  5.493
C  -0.393  -2.008  3.887
C  -4.932  1.052  2.338
C  0.242  2.510  3.129
C  -5.770  -1.758  4.596
C  3.460  -2.075  5.668
C  -1.025  3.139  3.204
C  2.084  -1.091  3.898
C  -4.326  0.231  5.027
C  0.985  -1.841  4.320
C  0.857  2.322  1.868
C  -5.785  -1.153  1.726
C  2.235  2.298  1.778
C  -0.144  -4.656  6.412
C  4.477  2.186  2.849
C  2.985  2.294  2.953
C  -0.912  -2.321  -0.959
C  -4.623  -0.922  4.072
C  -1.146  -1.352  2.774
C  -1.089  -2.146  1.455
C  -1.944  -4.123  0.311
C  -2.677  4.537  3.899
C  -4.734  -0.441  2.559
C  1.224  -2.820  5.338
C  -2.412  4.765  2.573
C  -0.653  -1.636  0.218
C  2.432  -2.970  6.002
C  1.020  2.381  4.306
C  -3.048  5.690  1.656
C  2.395  2.346  4.208
C  -3.606  -4.613  -1.944
C  -1.751  -3.457  -0.920
C  3.292  -1.176  4.599
C  -1.792  3.510  4.315
C  -1.631  -3.444  1.477
C  -0.905  -3.072  4.632
B  -2.775  -1.539  2.962
H  -5.684  -0.819  0.686
H  -4.933  1.271  1.263
H  -2.434  -5.099  0.334
H  4.403  -2.070  6.224
H  -6.787  -0.878  2.079
H  -5.662  -2.237  1.752
H  -6.706  -1.185  4.600
H  -3.452  0.816  4.696
H  -4.148  1.664  2.798
H  -1.679  3.131  5.323
H  -1.837  -3.916  2.439
H  -3.352  -5.629  -1.611
H  0.247  2.267  0.966
H  -3.420  5.063  4.498
H  -3.818  5.189  1.056
H  -5.533  -2.056  5.627
H  0.445  -4.502  7.324
H  0.150  -5.617  5.979
H  1.982  -0.465  3.020
H  -4.341  -4.158  -1.263
H  -5.192  0.904  5.096
H  -0.916  -0.296  2.654
H  3.007  2.361  5.101
H  -5.908  1.361  2.742
H  -0.595  -1.945  -1.928
H  4.119  -0.538  4.318
H  -0.134  -0.676  0.185
H  -3.558  6.443  2.262
H  0.522  2.398  5.279
H  2.727  2.280  0.803
H  -4.112  -0.159  6.026
H  -5.874  -2.669  3.992
H  -4.005  -4.642  -2.962
H  -2.348  6.176  0.971
H  2.559  -3.738  6.758
H  -1.872  -3.576  4.583
H  -1.204  -4.714  6.647

Atomic forces in eV per Å
F -0.304 -0.933 0.186
F -0.302 0.505 -0.988
F -0.105 0.795 0.744
O 0.057 -0.324 0.757
O -0.361 0.400 -0.172
O -0.431 -0.005 1.036
O -0.417 -0.809 -0.387
N 0.873 0.096 0.262
C -0.057 -1.054 0.654
C -0.095 0.383 0.329
C 1.879 -0.564 -0.357
C -0.262 -0.075 0.024
C -0.402 -0.272 -0.010
C -2.652 1.572 1.345
C 0.172 0.117 0.266
C 0.239 0.183 -0.060
C -0.042 -1.018 0.332
C -0.276 0.359 0.329
C -0.416 -0.077 0.102
C 0.099 -0.454 0.163
C 0.086 0.053 -0.114
C 0.693 -0.181 -0.010
C 0.490 0.121 -0.233
C -0.825 -0.415 -0.122
C -0.158 -0.168 -0.020
C -1.347 -2.037 -0.002
C 0.551 -0.256 -0.336
C -0.343 0.446 -0.874
C 0.120 0.034 -0.633
C -0.098 -0.304 -0.379
C -1.192 -0.085 -0.398
C 0.555 -1.192 1.126
C 0.015 -0.247 0.657
C 0.628 0.652 0.014
C -0.561 0.348 -0.482
C -0.631 0.577 -0.803
C -0.139 -0.468 0.008
C 0.866 0.388 -0.128
C 0.121 0.195 1.008
C -0.509 -0.119 -0.062
C 0.809 -0.618 -1.082
C 0.462 0.346 -0.088
C 0.737 0.859 -0.494
B 1.875 2.833 -0.587
H 0.005 -0.112 0.227
H 0.029 -0.172 0.219
H 0.109 0.395 0.087
H -0.363 -0.181 -0.279
H 0.080 -0.214 -0.128
H -0.051 0.057 0.038
H 0.095 -0.203 -0.018
H -0.293 -0.206 0.095
H -0.133 -0.155 -0.044
H -0.002 -0.030 -0.218
H -0.004 0.087 -0.250
H -0.126 0.267 -0.111
H 0.123 0.328 0.277
H 0.312 -0.187 -0.240
H 0.139 0.061 -0.036
H -0.128 0.079 -0.289
H -0.283 0.049 -0.186
H 0.096 0.084 -0.068
H 0.106 0.236 0.086
H 0.308 -0.090 -0.108
H 0.239 -0.166 -0.044
H -0.007 0.069 -0.135
H -0.039 -0.192 -0.085
H 0.272 -0.003 -0.082
H -0.200 0.098 0.145
H -0.013 -0.056 -0.056
H -0.108 -0.253 0.018
H 0.081 0.044 -0.220
H 0.274 0.232 -0.326
H -0.127 -0.192 0.345
H -0.032 -0.028 -0.122
H -0.139 0.306 0.190
H 0.047 -0.060 0.282
H -0.052 -0.052 0.152
H 0.067 0.137 -0.009
H 0.323 0.448 0.139
H -0.004 -0.009 0.232

Record 3
The following is a DFT calculation (ωB97M-V/def2-TZVPD) of a structure of composition C5H9NO2 in a non-equilibrium geometry.

Calculated values
relative energy (zero: lowest compared OMol25 entry of this formula, charge and spin)	93.54	kcal per mole

Positions of all 17 atoms, in Å:
O  -0.657  0.765  0.131
O  0.614  0.926  -1.872
N  1.403  0.614  1.663
C  -0.370  -2.220  -0.441
C  -0.941  2.161  0.045
C  0.629  -1.093  -0.549
C  0.639  -0.276  1.229
C  0.220  0.181  -1.015
H  1.616  -1.359  -0.920
H  0.108  -3.095  0.016
H  0.249  -1.097  1.824
H  -0.746  -2.532  -1.420
H  -1.928  2.349  0.469
H  -0.194  2.715  0.620
H  1.501  1.418  1.040
H  -1.236  -1.962  0.171
H  -0.907  2.504  -0.991

Atomic forces in eV per Å
O -0.517 -0.506 -3.042
O -0.664 -0.996 0.992
N -1.254 0.081 0.218
C 0.008 -0.316 -0.057
C 0.064 -0.193 0.049
C -0.339 0.443 2.551
C 2.871 -1.687 -1.097
C -0.742 3.323 0.185
H -0.099 0.015 0.101
H -0.057 0.170 -0.057
H -0.337 0.119 0.204
H 0.077 0.012 0.052
H 0.078 -0.115 -0.029
H -0.004 0.067 0.026
H 0.824 -0.448 -0.149
H 0.058 0.149 -0.026
H 0.035 -0.116 0.080

Record 4
The following is a DFT calculation (ωB97M-V/def2-TZVPD) of a structure of composition C22H26AsN6O10PS2Ti in a non-equilibrium geometry.

Calculated values
relative energy (zero: lowest compared OMol25 entry of this formula, charge and spin)	70.22	kcal per mole

Positions of all 69 atoms, in Å:
As  2.579  -1.251  -0.129
Ti  -0.364  0.070  0.041
S  -4.659  1.168  -0.244
S  1.177  0.465  -2.198
P  -1.342  2.532  -0.073
O  -1.872  -1.472  -3.179
O  2.684  -2.857  -0.353
O  0.276  -4.643  -3.425
O  0.915  1.187  -0.901
O  0.499  1.056  -3.303
O  -1.405  -0.154  -1.421
O  3.731  -0.961  1.249
O  1.172  -0.773  0.689
O  -1.886  -5.027  -3.096
O  1.007  -0.976  -1.982
N  -3.226  -0.868  0.660
N  -0.250  -3.237  0.624
N  -2.173  -0.272  1.155
N  -0.017  0.814  2.032
N  -0.779  -2.152  0.085
N  -4.605  -1.307  -1.104
C  -2.401  3.230  1.267
C  -0.777  0.173  2.948
C  -4.046  -0.393  -0.287
C  0.755  0.785  4.689
C  4.986  1.523  -3.105
C  5.656  0.820  -2.111
C  -0.862  -4.537  -2.726
C  0.066  3.730  0.050
C  2.925  0.638  -2.321
C  -0.178  -4.246  -0.261
C  -1.958  -0.459  2.437
C  -1.499  -1.313  -2.052
C  1.572  1.366  3.722
C  -0.720  -3.788  -1.439
C  4.965  -0.007  -1.235
C  -1.996  3.207  -1.650
C  -2.902  -1.274  3.261
C  3.606  1.430  -3.223
C  1.141  1.358  2.415
C  -1.081  -2.457  -1.168
C  3.586  -0.082  -1.334
C  -0.421  0.183  4.303
H  -1.387  2.801  -2.460
H  -1.080  -0.278  5.024
H  6.729  0.921  -2.017
H  -3.457  -1.920  2.584
H  0.668  3.552  0.940
H  0.696  3.628  -0.832
H  -2.367  -1.883  3.992
H  5.472  -0.581  -0.472
H  2.526  1.802  3.977
H  -3.622  -0.650  3.793
H  -1.917  4.294  -1.634
H  0.251  -5.198  -0.002
H  -3.027  2.918  -1.809
H  -0.340  4.740  0.083
H  0.151  -3.197  1.544
H  5.540  2.146  -3.794
H  -4.190  -2.217  -1.230
H  -2.800  2.431  1.888
H  -5.159  -0.942  -1.858
H  3.629  -1.663  1.900
H  0.999  -4.158  -3.003
H  -1.808  3.903  1.886
H  1.748  1.792  1.631
H  -3.236  3.771  0.828
H  1.035  0.804  5.734
H  3.066  1.953  -4.001

Atomic forces in eV per Å
As 2.493 -1.251 1.493
Ti -0.791 -0.373 2.290
S 0.168 0.574 -0.320
S 1.136 0.772 -2.221
P -0.032 1.217 0.253
O 0.079 0.148 0.155
O -0.398 -0.150 -0.510
O 0.123 -0.167 -0.318
O 0.296 0.505 -0.575
O 0.173 0.001 -0.025
O -1.107 0.070 -1.006
O -0.339 0.442 -0.548
O 0.688 0.080 0.035
O 0.076 -0.030 -0.072
O 0.234 0.335 0.187
N 0.261 -0.943 -0.315
N 0.047 -0.073 0.007
N -1.387 0.347 0.447
N -0.053 0.089 0.868
N -0.200 0.123 -0.882
N 0.161 -0.263 -0.255
C 0.160 -0.291 -0.005
C 0.389 0.494 0.142
C -0.032 0.417 0.657
C -0.015 0.042 -0.099
C 0.084 -0.080 0.092
C -0.031 0.059 -0.159
C -0.078 0.136 0.269
C -0.004 -0.396 -0.017
C 0.004 -0.217 0.389
C -0.082 -0.019 -0.064
C -0.417 -0.151 -0.088
C -0.529 -1.232 -0.430
C -0.026 0.027 0.082
C -0.189 0.096 -0.095
C -0.112 -0.087 0.222
C 0.045 -0.470 0.057
C 0.184 0.073 0.069
C -0.227 0.050 -0.124
C 0.052 0.168 0.007
C 0.016 -0.110 0.081
C -0.461 0.087 0.037
C -0.152 -0.076 -0.087
H -0.017 0.043 -0.022
H 0.036 -0.035 0.008
H 0.015 -0.068 -0.029
H -0.014 -0.018 0.087
H -0.014 0.082 0.000
H 0.036 0.042 0.039
H 0.032 0.048 0.054
H 0.055 0.081 0.005
H -0.018 0.061 -0.026
H -0.023 0.009 -0.016
H 0.045 -0.021 0.057
H -0.005 -0.002 0.023
H -0.148 -0.178 0.019
H -0.024 0.009 0.053
H 0.060 0.046 0.031
H 0.008 0.007 0.000
H 0.097 0.061 0.090
H -0.101 0.001 -0.059
H -0.119 -0.015 0.062
H -0.053 -0.132 -0.112
H -0.064 0.079 0.127
H 0.021 0.002 -0.045
H 0.008 -0.072 -0.019
H -0.041 -0.014 0.005
H 0.042 -0.029 -0.005
H -0.020 0.040 0.046

Calculated HOMO level, -15.18, -7.23, -8.63, -7.31 eV (same order as the records).
Calculated LUMO energy, -4.650, 0.167, 0.824, -1.048 eV (same order as the records).
Calculated orbital gap, 10.52, 7.39, 9.45, 6.27 eV (same order as the records).